Record 1
This record from OMol25 describes a 2-piece molecular cluster, C5H9O3 overall. The level of theory is the ωB97M-V functional and the def2-TZVPD basis.

Positions of all 17 atoms, in Å:
C 2.249 -2.423 1.214
O -0.257 1.715 0.584
H 0.359 0.935 0.580
H -1.808 0.686 -2.181
H -2.392 3.106 0.606
O 1.342 -0.322 0.573
C 1.175 -1.574 0.525
H 1.919 -2.604 2.247
C -1.202 1.673 -0.350
H 3.202 -1.898 1.288
C -2.273 2.465 -0.257
H -2.990 2.448 -1.057
O 0.217 -2.192 0.028
C -0.986 0.719 -1.477
H -0.824 -0.280 -1.056
H -0.055 0.941 -1.997
H 2.323 -3.394 0.729

Strongest force on any atom (eV/A): 0.78
Kohn-Sham gap (eV): 8.677
Total energy (Eh): -421.70716
Energy relative to the best compared isomer or geometry (same formula, charge and spin) (kcal/mol): 0.1
E_HOMO (eV): -4.54
Spin multiplicity: 1
Net charge: -1

***

Record 2
This record from OMol25 describes C6H13PS as an isolated structure in a non-equilibrium geometry. The level of theory is the ωB97M-V functional and the def2-TZVPD basis.

Positions of all 21 atoms, in Å:
S 2.004 -1.297 0.686
C -0.828 -0.552 1.429
H 0.877 0.783 -1.609
H 2.279 2.071 -0.416
H 0.166 -0.489 3.427
C -0.980 -0.150 -1.789
H 2.168 2.257 1.400
H 0.868 2.780 0.102
C 1.684 2.132 0.425
H -1.811 -0.671 -1.252
C 0.068 0.292 -1.147
C -1.209 -0.135 -3.226
H -0.750 -1.100 -3.374
P 0.460 0.071 0.560
C -0.585 -1.084 2.828
H -0.666 0.431 -3.876
H -2.221 -0.146 -3.609
H -1.484 -1.270 3.502
H -0.017 -2.176 2.763
H 1.576 -1.864 1.812
H -1.600 0.118 1.365

Strongest force on any atom (eV/A): 4.03
Kohn-Sham gap (spin up / spin down) (eV): 7.839 / 7.839
Total energy (Eh): -975.78459
Energy relative to the best compared isomer or geometry (same formula, charge and spin) (kcal/mol): 75.0
E_HOMO (spin up / spin down) (eV): -7.22 / -7.22
Spin multiplicity: 1

***

Record 3
This record from OMol25 describes a 2-piece molecular cluster, C6H12N3S overall in a non-equilibrium geometry. The level of theory is the ωB97M-V functional and the def2-TZVPD basis.

Positions of all 22 atoms, in Å:
H -3.007 1.832 1.458
C 2.111 2.435 -0.365
C 0.637 -2.145 0.941
N -1.074 1.084 0.836
C -1.712 0.067 -0.903
H -0.834 -3.055 -0.237
H -1.720 -0.169 -1.972
C 0.695 -0.052 -0.297
H 3.112 2.559 -0.705
C -2.447 1.116 0.934
N -0.640 0.462 -0.227
H 0.661 -1.372 1.633
H 1.336 2.569 -1.220
N -0.564 -2.564 0.632
H -1.320 -2.020 1.044
S 1.836 0.935 0.640
H 1.100 -0.236 -1.324
H -3.896 0.348 -0.789
H 1.418 -2.778 0.632
C -2.887 0.470 -0.217
H -0.375 1.575 1.413
H 1.850 3.288 0.336

Strongest force on any atom (eV/A): 3.40
Kohn-Sham gap (eV): 7.896
Total energy (Eh): -797.90134
Energy relative to the best compared isomer or geometry (same formula, charge and spin) (kcal/mol): 80.8
E_HOMO (eV): -11.52
Spin multiplicity: 1
Net charge: +1

***

Record 4
This record from OMol25 describes C29H35Cl3CoN4O2P2 as an isolated structure in a non-equilibrium geometry. The level of theory is the ωB97M-V functional and the def2-TZVPD basis.

Positions of all 76 atoms, in Å:
H -0.660 -2.717 1.298
Cl 5.764 1.738 -1.418
C 1.416 3.824 -4.128
H -0.163 -3.312 -2.908
H 1.268 -1.793 2.686
O 2.885 3.143 0.841
H 2.151 1.575 2.355
C -1.083 -3.080 -2.381
H 2.089 5.607 -2.962
C -1.919 3.614 3.752
H -1.954 -0.452 0.034
H -2.817 -1.691 1.231
Co 1.142 -0.517 0.565
H -1.201 -5.156 -2.143
C 0.292 -1.833 3.165
C 2.292 -2.106 -2.249
C 0.951 -0.635 -3.301
C 4.950 2.922 -0.387
H -0.458 3.813 5.446
H -4.388 -1.744 -0.465
C 1.946 -1.073 -1.355
N -0.785 1.908 2.737
N -0.660 -0.842 2.892
H -1.262 -1.262 -3.333
H 0.853 1.799 4.138
H 2.113 0.072 3.419
C -1.885 2.757 2.659
H -1.727 -4.927 0.443
Cl 4.710 4.429 -1.273
C -0.073 2.279 3.885
C 1.729 4.595 -2.987
H -2.550 2.689 1.807
H -1.623 2.308 -0.982
C -1.809 -1.162 3.597
C -1.577 -2.313 4.346
C -1.590 -4.259 -1.650
H 3.112 0.175 1.956
H -2.285 -2.809 4.990
C 2.150 0.463 2.403
H 1.462 4.134 -5.152
C -0.755 3.318 4.529
H -2.672 -0.532 3.512
O 3.186 1.231 -0.369
C 1.503 3.799 -1.882
P 0.609 1.322 -1.035
H -3.674 -1.980 -2.961
H 0.269 -0.159 -3.974
C -1.240 1.280 -0.960
H -3.737 -3.263 -0.920
H 0.711 1.706 -4.192
C -3.056 -1.592 -2.131
C 0.999 2.576 -3.661
C -1.648 -1.891 -2.533
H -2.618 1.032 0.738
Cl 5.890 3.233 1.100
C -1.709 0.587 0.332
H 1.645 3.970 -0.843
C -1.138 -4.233 -0.176
H 2.527 -0.875 -0.468
C -2.421 -2.153 0.297
P -0.419 0.485 1.649
H 1.748 -2.424 -4.390
C -1.281 -2.881 0.441
N 1.048 2.545 -2.274
C 1.683 -1.825 -3.478
H -3.246 -0.497 -2.128
H -2.692 -4.339 -1.710
H 0.280 -3.565 4.504
C -0.244 -2.724 4.081
H -2.672 4.362 3.961
H -0.098 -4.568 -0.090
H -1.665 0.814 -1.853
H 2.889 -2.946 -1.946
N 1.164 -0.108 -2.055
C 3.494 2.364 0.096
C -3.466 -2.231 -0.781

Strongest force on any atom (eV/A): 3.16
Kohn-Sham gap (spin up / spin down) (eV): 6.756 / 7.071
Total energy (Eh): -4941.31391
Energy relative to the best compared isomer or geometry (same formula, charge and spin) (kcal/mol): 83.1
E_HOMO (spin up / spin down) (eV): -7.46 / -8.06
Spin multiplicity: 4

***

Record 5
This record from OMol25 describes a 2-piece molecular cluster, H3N2O2P overall in a non-equilibrium geometry. The level of theory is the ωB97M-V functional and the def2-TZVPD basis.

Positions of all 8 atoms, in Å:
H -1.389 0.123 -1.306
P 0.409 -1.213 -0.573
O 0.873 -1.405 0.813
N -0.877 -0.159 -0.489
N 2.670 0.471 0.292
H 2.264 -0.270 0.946
O 2.065 0.500 -0.743
H -1.202 0.221 0.389

Strongest force on any atom (eV/A): 1.34
Kohn-Sham gap (spin up / spin down) (eV): 8.830 / 8.830
Total energy (Eh): -603.08884
Energy relative to the best compared isomer or geometry (same formula, charge and spin) (kcal/mol): 45.9
E_HOMO (spin up / spin down) (eV): -9.44 / -9.44
SMILES string: NP=O.N=O
Spin multiplicity: 1

***

Record 6
This record from OMol25 describes C18H24O4 as an isolated structure in a non-equilibrium geometry. The level of theory is the ωB97M-V functional and the def2-TZVPD basis.

Positions of all 46 atoms, in Å:
H 3.378 1.976 -1.116
H 0.918 3.883 -3.444
H -1.321 1.282 3.599
H 2.052 -3.998 -1.374
C -0.616 -0.036 -0.019
H 1.716 -1.174 -0.718
H 1.854 2.327 -3.468
H -4.283 -0.917 4.400
H 1.409 3.455 0.634
H -0.743 -2.994 -1.382
C -2.823 -0.785 2.951
H 1.740 -2.453 -3.125
H 0.570 2.087 2.313
C -3.258 -2.250 1.025
C -1.052 0.873 2.499
O -2.202 -1.712 0.323
O -4.000 -3.295 0.334
C 0.797 -0.724 -1.557
C -0.178 1.550 1.983
C 0.126 0.995 0.518
H 3.379 4.172 -2.496
H 1.877 4.738 -1.419
H 0.385 2.612 -2.112
C 0.318 -3.282 -1.837
C 2.819 2.789 -0.841
H 3.928 3.409 -0.452
C -1.651 -0.627 0.907
H 2.382 2.353 1.191
C 2.192 3.746 -1.833
C -1.788 -0.295 2.012
H -2.383 -0.569 4.884
H -0.028 -3.965 -2.577
C 1.176 -3.890 -0.770
O -0.526 -0.627 -1.168
H 1.244 -0.017 -2.273
H 0.759 -4.848 -0.438
C 1.343 3.021 -2.730
H -0.095 -1.764 -3.512
C -3.089 -0.394 4.239
H 1.277 -3.237 -0.132
C 1.905 2.525 0.305
C -3.654 -1.722 2.447
H -3.376 0.658 4.292
H -4.492 -2.235 2.711
O 1.309 1.548 -0.057
C 0.702 -2.192 -2.716

Strongest force on any atom (eV/A): 18.83
Kohn-Sham gap (eV): 8.429
Total energy (Eh): -1000.65732
Energy relative to the best compared isomer or geometry (same formula, charge and spin) (kcal/mol): 391.9
E_HOMO (eV): -8.44
Spin multiplicity: 1

***

Record 7
This record from OMol25 describes an isolated ion of composition C3H3Br2O3 and charge -1 in a non-equilibrium geometry. The level of theory is the ωB97M-V functional and the def2-TZVPD basis.

Positions of all 11 atoms, in Å:
H -0.183 -1.534 0.226
C -0.289 -0.502 0.558
H -0.050 -0.388 1.614
O 0.493 2.202 1.426
H 0.567 1.457 -1.754
O 0.360 0.450 -1.564
C 0.495 0.459 -0.254
C 0.593 1.968 0.234
Br -2.180 -0.070 0.379
Br 2.596 -0.248 0.215
O 0.723 2.696 -0.772

Strongest force on any atom (eV/A): 1.20
Kohn-Sham gap (eV): 8.421
Total energy (Eh): -5489.97257
Energy relative to the best compared isomer or geometry (same formula, charge and spin) (kcal/mol): 0.0
E_HOMO (eV): -5.33
SMILES string: O=C([O-])[C@@](O)(Br)CBr
Spin multiplicity: 1
Net charge: -1

***

Record 8
This record from OMol25 describes C25H24ClMnNO2 as an isolated structure in a non-equilibrium geometry. The level of theory is the ωB97M-V functional and the def2-TZVPD basis.

Positions of all 54 atoms, in Å:
H -2.914 -3.867 -2.185
C 0.451 1.352 -2.010
C 2.882 3.903 2.548
H 1.335 1.889 -2.349
C -2.980 -3.588 -1.133
N 3.723 1.190 0.243
C 3.476 2.699 2.139
C -3.702 -2.629 0.847
H 7.942 -0.003 1.422
H 3.042 0.896 -0.457
H -0.303 2.648 -0.346
C -2.601 -3.491 1.149
H 1.913 5.744 1.943
H 2.403 5.419 -0.510
H -2.014 -0.976 -2.154
C 3.603 2.488 0.744
C 2.716 4.680 0.230
H 2.862 1.072 3.487
H 2.090 5.052 4.185
H 3.427 3.996 4.668
H -4.724 -2.165 -1.105
O 2.281 -1.808 1.643
C -1.348 -0.131 -1.960
H -2.463 0.968 -0.345
H 4.429 0.833 2.695
H 4.864 -3.090 1.337
H 0.277 -0.302 -3.528
C 4.696 0.222 0.505
Cl -0.547 -0.165 1.736
C 2.788 -1.326 0.625
H 3.566 3.307 -1.232
H -1.354 -4.816 -0.176
H 1.867 3.318 4.341
C -2.156 -4.086 -0.074
C 3.339 3.510 -0.187
C 2.475 4.861 1.604
C -0.107 0.190 -2.630
Mn 0.181 -0.355 -0.405
C 4.301 -1.136 0.617
C 6.015 0.631 0.794
C 6.925 -0.327 1.224
H -2.194 -3.682 2.143
C 6.539 -1.668 1.365
C -3.937 -2.689 -0.564
H 6.278 1.688 0.673
C 5.215 -2.076 1.108
H 4.326 1.963 3.993
C -0.438 1.772 -0.971
C 3.767 1.594 3.117
O 2.167 -0.913 -0.466
C -1.566 0.886 -0.951
H 7.280 -2.383 1.731
H -4.281 -2.051 1.568
C 2.564 4.089 4.002

Strongest force on any atom (eV/A): 2.11
Kohn-Sham gap (spin up / spin down) (eV): 2.881 / 5.038
Total energy (Eh): -2783.50258
E_HOMO (spin up / spin down) (eV): -2.82 / -2.90
Spin multiplicity: 5
Net charge: -1

***

> Which formula does entry 2 have?

C6H13PS